Entry 1:
This record from the Open Molecules 2025 dataset describes a 3-piece molecular cluster, C28H52BBr2F5N5O8P2 overall at a distorted geometry. The level of theory is the ωB97M-V functional and the def2-TZVPD basis.

Its HOMO energy is -9.92 eV. For the lowest unoccupied orbital energy, the calculation gives -3.86 eV. The total energy comes out at -226618.2042 eV.

Structure (ORCA input):
```
! RIJCOSX wB97M-V def2-TZVPD def2/J DEFGRID3
* xyz 1 1
C 4.057 3.964 0.862
C 3.083 2.831 0.749
C 2.316 2.408 -0.680
C 1.350 1.125 -0.383
C -0.246 1.514 -0.113
P -1.158 2.310 -1.572
O -0.056 2.949 -2.805
Br -2.360 0.738 -2.784
N -0.885 0.325 0.541
C -2.331 0.394 0.807
B -2.530 1.223 2.254
O -1.446 1.430 3.233
O -3.907 1.784 2.458
C -0.344 -1.001 0.062
N -0.305 -2.154 0.859
C 0.273 -3.479 0.418
C -0.903 -4.633 0.137
C -0.672 -5.941 1.131
C 0.452 -7.002 0.525
F -0.277 -8.277 0.229
F 1.164 -6.486 -0.676
C 1.621 -7.382 1.658
F 0.946 -7.917 2.867
F 2.467 -8.438 1.010
F 2.397 -6.136 1.894
P -0.918 -2.173 2.574
O 0.227 -2.931 3.644
O -2.415 -3.063 2.691
N 0.251 -0.955 -1.326
C 1.560 -0.179 -1.377
C 2.834 -1.012 -0.678
C 3.315 -2.331 -1.498
C 4.743 -2.218 -2.286
C 5.950 -1.470 -1.474
C 6.089 -1.869 0.108
C 6.598 -3.410 0.391
C 6.928 -3.472 2.029
C 2.069 0.170 -2.892
C 1.419 -0.728 -4.094
O 0.170 -0.497 -4.585
Br 2.373 -2.249 -5.064
H 3.620 5.050 0.922
H 5.222 3.737 0.954
H 2.896 2.224 1.760
H 3.189 2.235 -1.436
H 1.756 3.396 -1.001
H 1.706 0.741 0.694
H -0.191 2.357 0.733
H 0.100 3.903 -2.536
H -3.037 0.923 0.053
H -2.825 -0.672 1.020
H -1.657 2.313 3.694
H -4.277 2.002 1.531
H 0.913 -3.916 1.326
H 0.976 -3.447 -0.509
H -0.885 -4.946 -0.993
H -1.958 -4.129 0.332
H -0.276 -5.627 2.210
H -1.657 -6.552 1.294
H 1.117 -2.470 3.595
H -2.943 -2.885 1.857
H 0.285 -1.859 -1.818
H 2.498 -1.321 0.425
H 3.669 -0.184 -0.516
H 2.404 -2.684 -2.165
H 3.453 -3.202 -0.693
H 5.112 -3.327 -2.521
H 4.678 -1.680 -3.347
H 5.777 -0.297 -1.601
H 6.985 -1.686 -2.029
H 6.941 -1.163 0.555
H 5.136 -1.668 0.758
H 5.791 -4.206 0.100
H 7.636 -3.587 -0.159
H 8.077 -3.376 2.227
H 6.431 -4.405 2.533
H 6.418 -2.515 2.514
H 1.908 1.309 -3.210
H 3.252 0.027 -2.975
C -3.831 5.355 -0.279
C -2.492 6.024 -0.422
O -1.442 5.386 -0.452
N -2.463 7.384 -0.519
C -3.575 8.305 -0.504
H -3.693 4.272 -0.212
H -4.324 5.696 0.635
H -4.452 5.571 -1.152
H -1.526 7.761 -0.613
H -3.560 8.869 -1.440
H -3.433 8.993 0.332
H -4.534 7.798 -0.400
C -8.152 4.036 1.128
C -6.879 3.391 0.653
O -5.772 3.795 1.001
N -6.978 2.325 -0.191
C -8.174 1.705 -0.711
H -7.913 4.871 1.793
H -8.716 4.425 0.275
H -8.753 3.313 1.685
H -6.080 1.944 -0.467
H -8.174 0.657 -0.404
H -8.136 1.759 -1.802
H -9.084 2.189 -0.354
*
```

***

Entry 2:
This record from the Open Molecules 2025 dataset describes C28H52Br4F6NiO12S4 as an isolated structure at a distorted geometry. The level of theory is the ωB97M-V functional and the def2-TZVPD basis.

Its HOMO energy (spin up / spin down) is -9.20 / -8.99 eV. For the lowest unoccupied orbital energy (spin up / spin down), the calculation gives -0.64 / -1.86 eV. The total energy comes out at -435300.6486 eV.

Structure (ORCA input):
```
! RIJCOSX wB97M-V def2-TZVPD def2/J DEFGRID3
* xyz 0 3
Ni -17.579 -30.543 24.573
C -18.862 -28.294 26.882
O -17.916 -27.125 26.612
O -18.407 -29.433 26.233
C -19.320 -28.427 28.393
F -20.664 -28.821 28.539
F -18.435 -29.193 29.135
F -19.197 -27.297 29.140
C -16.746 -26.905 27.495
C -15.961 -25.732 26.923
H -16.604 -24.876 27.129
H -15.044 -25.650 27.507
H -15.769 -25.880 25.861
H -16.143 -27.772 27.765
H -17.275 -26.622 28.405
H -19.692 -28.045 26.220
C -14.149 -29.657 24.511
O -14.261 -28.353 24.018
O -15.434 -30.158 24.347
C -12.982 -30.576 23.871
F -11.916 -30.380 24.627
F -13.306 -31.862 23.745
F -12.705 -30.163 22.649
C -13.567 -27.230 24.704
C -13.674 -25.933 23.900
H -14.528 -25.271 24.046
H -12.891 -25.242 24.213
H -13.497 -25.997 22.827
H -12.493 -27.407 24.655
H -13.900 -26.997 25.715
H -13.927 -29.531 25.571
C -17.213 -25.474 22.659
C -18.529 -25.515 23.438
C -19.261 -26.790 22.905
S -17.923 -27.942 22.201
O -17.907 -28.033 20.730
O -17.955 -29.171 23.002
C -16.618 -26.839 22.705
H -16.541 -24.761 23.138
H -17.209 -25.070 21.647
H -19.131 -24.607 23.409
H -18.363 -25.692 24.500
H -20.098 -26.714 22.211
H -19.648 -27.356 23.753
H -15.593 -26.984 22.364
H -16.636 -27.025 23.779
C -23.119 -28.065 30.513
C -22.881 -29.477 30.707
C -23.693 -29.775 32.003
S -25.231 -28.751 32.006
O -25.260 -27.850 33.184
O -26.356 -29.566 31.547
C -24.615 -27.819 30.518
H -22.631 -27.796 29.576
H -22.903 -27.381 31.334
H -21.840 -29.761 30.866
H -23.325 -29.974 29.844
H -23.075 -29.311 32.772
H -23.919 -30.751 32.431
H -24.953 -26.786 30.604
H -25.135 -28.150 29.619
C -14.706 -31.656 28.963
C -16.107 -31.050 29.124
C -17.000 -32.243 28.584
S -16.240 -32.892 27.038
O -16.889 -32.300 25.848
O -16.174 -34.374 27.086
C -14.500 -32.060 27.493
H -14.404 -32.477 29.614
H -13.974 -30.883 29.196
H -16.192 -30.168 28.490
H -16.230 -30.874 30.193
H -17.950 -31.908 28.168
H -17.248 -33.126 29.173
H -14.395 -31.112 26.965
H -13.647 -32.594 27.074
C -18.199 -24.291 31.088
C -17.070 -23.295 30.576
C -16.950 -22.112 31.570
S -18.603 -21.648 31.943
O -19.256 -21.014 30.793
O -18.806 -21.117 33.305
C -19.178 -23.476 31.994
H -17.582 -24.981 31.664
H -18.536 -24.925 30.267
H -17.389 -22.981 29.582
H -16.127 -23.786 30.335
H -16.412 -21.243 31.192
H -16.465 -22.495 32.468
H -20.234 -23.616 31.760
H -18.960 -23.811 33.008
Br -21.978 -25.383 25.910
C -21.033 -23.779 26.331
C -19.712 -24.201 27.080
Br -18.713 -22.594 27.391
H -21.619 -23.109 26.959
H -20.915 -23.307 25.355
H -18.966 -24.826 26.589
H -19.979 -24.681 28.022
Br -11.240 -22.865 28.344
C -12.238 -24.517 27.867
C -11.294 -25.599 28.387
Br -12.188 -27.356 28.378
H -12.426 -24.575 26.795
H -13.165 -24.438 28.435
H -10.978 -25.354 29.401
H -10.435 -25.632 27.718
*
```

***

Entry 3:
This record from the Open Molecules 2025 dataset describes C28H52CeP2 as an isolated structure at a distorted geometry. The level of theory is the ωB97M-V functional and the def2-TZVPD basis.

Its HOMO energy (spin up / spin down) is -8.22 / -8.20 eV. For the lowest unoccupied orbital energy (spin up / spin down), the calculation gives -4.51 / -4.60 eV. The total energy comes out at -61367.3264 eV.

Structure (ORCA input):
```
! RIJCOSX wB97M-V def2-TZVPD def2/J DEFGRID3
* xyz 1 2
Ce -0.077 0.002 -2.240
C -0.700 -2.160 0.341
C 0.660 -2.251 -0.097
C 0.566 -0.668 1.573
C -0.733 -1.230 1.412
C 1.420 -1.258 0.617
C -1.836 -3.022 -0.049
H -1.514 -3.812 -0.732
H -2.651 -2.460 -0.522
H -2.301 -3.509 0.817
C -1.917 -0.928 2.229
H -2.549 -1.821 2.262
H -2.497 -0.072 1.853
H -1.614 -0.687 3.254
C 0.955 0.345 2.581
H 0.411 0.161 3.511
H 0.754 1.387 2.294
H 2.018 0.230 2.816
C 2.878 -0.998 0.522
H 3.389 -1.346 1.436
H 3.132 0.074 0.417
H 3.347 -1.558 -0.298
C 1.243 -3.304 -0.960
H 1.784 -4.066 -0.360
H 1.995 -2.875 -1.644
H 0.443 -3.828 -1.505
C -1.777 0.894 -5.834
C -1.934 -0.423 -5.608
C -0.991 -1.474 -6.072
C 0.453 -1.127 -5.814
C 0.616 -0.232 -4.573
C 0.918 1.110 -4.835
C 0.516 1.966 -5.977
C -0.724 1.474 -6.730
H -1.131 -1.675 -7.139
H 0.949 -0.678 -6.694
H -1.326 -2.365 -5.530
H -0.501 0.754 -7.522
H -2.599 1.565 -5.569
H -2.942 -0.740 -5.400
H -1.135 2.336 -7.234
H 0.381 2.977 -5.565
H 1.685 1.628 -4.262
H 1.313 2.067 -6.721
H 0.962 -2.076 -5.629
H 1.144 -0.748 -3.735
P -2.667 1.260 -2.375
P 1.892 2.000 -1.860
C -1.123 2.347 -3.202
C 0.196 2.941 -2.692
H -1.775 3.215 -3.372
H -1.014 1.858 -4.183
H 0.760 3.400 -3.529
H -0.017 3.655 -1.876
C 2.813 3.391 -1.198
H 3.450 3.004 -0.380
H 2.140 4.178 -0.823
H 3.468 3.782 -1.995
C 3.314 1.185 -2.758
H 3.870 1.971 -3.274
H 3.040 0.384 -3.460
H 3.946 0.734 -1.982
C -4.189 1.337 -3.330
H -4.818 0.528 -2.940
H -4.022 1.219 -4.410
H -4.677 2.284 -3.088
C -2.187 -0.476 -2.859
H -1.931 -1.252 -2.006
H -1.266 -0.597 -3.630
H -2.943 -0.987 -3.419
C -3.456 2.057 0.708
C -2.034 2.579 0.995
C -1.751 2.566 2.502
C -0.940 1.975 0.172
H -3.519 0.970 0.853
H -3.756 2.285 -0.323
H -4.221 2.555 1.330
H -2.080 3.641 0.686
H -1.705 1.539 2.896
H -0.798 3.065 2.691
H -2.509 3.153 3.043
H 0.043 2.235 0.625
H -1.094 2.350 -0.860
*
```

***

Entry 4:
This record from the Open Molecules 2025 dataset describes a 10-piece molecular cluster, C28H52Cl12N4 overall at a distorted geometry. The level of theory is the ωB97M-V functional and the def2-TZVPD basis.

Its HOMO energy (spin up / spin down) is -0.11 / -8.11 eV. For the lowest unoccupied orbital energy (spin up / spin down), the calculation gives 2.04 / 2.00 eV. The total energy comes out at -186108.2020 eV.

Structure (ORCA input):
```
! RIJCOSX wB97M-V def2-TZVPD def2/J DEFGRID3
* xyz -1 2
C 0.446 -0.078 2.279
C -0.599 0.528 1.394
C -0.262 0.287 -0.090
C -0.241 -1.160 -0.482
N -0.178 -2.293 -0.802
H 0.515 -1.150 2.097
H 0.158 0.150 3.305
H 1.437 0.371 2.203
H -0.621 1.609 1.537
H -1.618 0.211 1.618
H 0.673 0.735 -0.426
H -1.051 0.679 -0.732
C -1.621 0.718 -5.166
C -2.205 1.225 -3.800
C -3.806 1.133 -3.663
C -4.655 1.692 -4.722
N -5.367 2.185 -5.529
H -0.620 0.296 -5.076
H -1.706 1.412 -6.002
H -2.200 -0.135 -5.520
H -1.911 2.248 -3.564
H -1.736 0.725 -2.953
H -4.176 1.564 -2.732
H -4.034 0.072 -3.568
C 2.698 -0.005 -2.910
C 2.292 -0.930 -3.983
C 2.321 -2.435 -3.625
C 3.125 -2.825 -2.528
N 3.799 -3.124 -1.635
H 3.744 -0.093 -2.617
H 2.043 -0.227 -2.068
H 2.564 1.034 -3.210
H 2.942 -0.817 -4.851
H 1.342 -0.603 -4.404
H 2.603 -2.965 -4.535
H 1.320 -2.807 -3.409
C -1.968 -3.616 1.759
C -2.408 -4.546 2.893
C -3.705 -5.410 2.568
C -4.892 -4.535 2.294
N -5.846 -3.867 2.064
H -1.002 -3.163 1.982
H -2.652 -2.792 1.555
H -1.862 -4.116 0.796
H -2.577 -3.905 3.758
H -1.631 -5.301 3.010
H -4.021 -6.041 3.399
H -3.519 -6.050 1.706
Cl 0.837 3.618 -1.213
C 1.145 4.334 -2.877
C 2.590 4.891 -2.894
Cl 3.813 3.680 -2.528
H 0.425 5.104 -3.153
H 1.068 3.545 -3.626
H 2.547 5.694 -2.158
H 2.852 5.361 -3.842
Cl 3.761 2.126 7.565
C 3.439 3.118 6.128
C 2.926 2.254 4.969
Cl 1.418 1.480 5.516
H 4.380 3.589 5.843
H 2.730 3.906 6.384
H 3.657 1.474 4.759
H 2.753 2.821 4.053
Cl -3.909 -4.593 -1.311
C -2.406 -4.359 -2.239
C -2.477 -3.195 -3.157
Cl -3.690 -3.423 -4.440
H -2.140 -5.262 -2.788
H -1.586 -4.242 -1.532
H -1.464 -3.127 -3.554
H -2.701 -2.260 -2.644
Cl -0.026 -2.177 7.769
C 0.606 -2.393 6.077
C -0.444 -3.183 5.276
Cl -0.519 -4.870 5.624
H 1.567 -2.906 6.126
H 0.745 -1.390 5.674
H -0.159 -2.996 4.240
H -1.445 -2.806 5.486
Cl 3.061 2.201 0.842
C 4.739 1.651 0.354
C 5.805 2.000 1.410
Cl 5.489 1.087 2.920
H 5.081 2.200 -0.523
H 4.802 0.609 0.041
H 5.772 3.074 1.591
H 6.810 1.702 1.113
Cl -4.100 4.272 -1.834
C -3.000 4.062 -0.439
C -2.304 5.327 -0.009
Cl -1.626 6.214 -1.429
H -2.202 3.380 -0.730
H -3.550 3.541 0.344
H -1.461 5.010 0.604
H -2.940 5.970 0.600
*
```